Below is a molecular structure, C24H27F3NO7S3 in a non-equilibrium geometry, with properties calculated with the ωB97M-V functional and the def2-TZVPD basis.

Properties
- Orbital gap: 0.2866 hartree
- Molar mass: 594.67 Da
- Calculated total energy: -81806.8943 eV
- LUMO energy: 2.34 eV
- Relative energy (zero: lowest compared OMol25 entry of this formula, charge and spin): 0.0 kcal/mol
- Net charge: -1
- 2S+1: 1

CARTESIAN COORDINATES (ANGSTROEM)
C 2.22 4.88 -3.13
C 1.19 3.90 -2.61
O 1.22 3.96 -1.16
C 0.36 3.13 -0.56
C 0.42 3.24 0.93
C 0.61 2.14 1.64
O 0.73 1.03 0.84
C 0.61 2.05 3.12
C 2.03 2.04 3.71
C 2.73 3.40 3.62
C 3.11 3.85 2.19
C 2.21 4.93 1.59
C 0.70 4.60 1.52
O -0.37 2.38 -1.19
H 2.20 4.85 -4.22
H 1.99 5.90 -2.81
H 3.23 4.62 -2.80
H 0.18 4.15 -2.95
H 1.44 2.88 -2.92
H 0.07 2.92 3.53
H 0.05 1.15 3.44
H 1.97 1.74 4.76
H 2.63 1.29 3.19
H 2.11 4.17 4.10
H 3.66 3.34 4.21
H 4.13 4.26 2.22
H 3.15 2.97 1.52
H 2.33 5.87 2.15
H 2.55 5.12 0.56
H 0.22 5.36 0.89
H 0.25 4.69 2.52
F -2.27 1.68 0.87
C -2.09 0.35 0.93
F -2.83 -0.15 1.97
F -2.54 -0.21 -0.22
S -0.37 -0.12 1.26
N -0.12 -4.65 -0.85
S -0.62 -4.63 0.69
C -2.14 -5.54 0.35
C -3.09 -5.66 1.37
C -4.29 -6.33 1.11
C -4.54 -6.84 -0.17
C -3.58 -6.70 -1.18
C -2.36 -6.07 -0.90
O 0.19 -5.44 1.55
O -1.08 -3.33 1.14
S 1.16 -3.73 -1.24
C 0.36 -2.42 -2.17
C -0.78 -2.72 -2.90
C -1.44 -1.70 -3.59
C -0.94 -0.40 -3.55
C 0.18 -0.11 -2.77
C 0.85 -1.12 -2.09
O 1.74 -3.06 -0.09
O 1.99 -4.47 -2.14
H -2.87 -5.26 2.36
H -5.02 -6.45 1.91
H -5.48 -7.36 -0.37
H -3.76 -7.09 -2.18
H -1.58 -5.99 -1.65
H -1.15 -3.75 -2.90
H -2.33 -1.94 -4.16
H -1.43 0.41 -4.10
H 0.53 0.92 -2.68
H 1.74 -0.90 -1.49


Below is a molecular structure, C24H27FN3O3Y in a non-equilibrium geometry, with properties calculated with the ωB97M-V functional and the def2-TZVPD basis.

Properties
- Orbital gap: 0.2891 hartree
- Molar mass: 513.40 Da
- Calculated total energy: -39685.3816 eV
- LUMO energy: -5.65 eV
- Net charge: +2
- 2S+1: 1

CARTESIAN COORDINATES (ANGSTROEM)
C 0.44 2.04 2.64
C 0.48 0.87 3.30
H -0.53 2.50 2.39
H 1.33 2.56 2.30
H 1.43 0.35 3.48
H -0.43 0.37 3.64
Y -0.83 -0.93 -1.18
C 1.22 0.16 -1.93
C 1.41 -0.24 -0.56
C 1.30 -2.15 -1.88
C 1.15 -1.02 -2.74
H 1.59 0.43 0.28
H 1.69 -2.29 0.33
H 1.36 -3.19 -2.20
C 1.48 -1.68 -0.54
H 1.13 -1.01 -3.83
H 1.28 1.17 -2.32
F -6.61 -0.46 3.68
C -6.42 -0.13 2.36
C -5.13 0.00 1.90
C -4.91 0.39 0.55
C -3.62 0.38 -0.10
O -2.64 -0.40 0.25
C -3.53 1.12 -1.33
C -4.65 1.33 -2.09
N -5.89 1.21 -1.55
C -7.02 1.54 -2.33
C -6.84 2.33 -3.59
C -7.16 0.88 -3.67
C -6.04 0.65 -0.27
C -7.33 0.30 0.17
C -7.57 -0.02 1.53
N -8.86 -0.24 1.98
C -9.87 -0.86 1.14
C -11.02 0.11 0.89
N -11.50 0.55 2.23
C -10.51 1.10 3.19
C -9.36 0.10 3.30
C -2.20 0.93 -1.98
O -2.10 -0.05 -2.85
O -1.15 1.42 -1.44
H -4.27 -0.16 2.55
H -4.56 1.59 -3.14
H -7.94 1.73 -1.78
H -7.66 3.01 -3.85
H -5.84 2.67 -3.87
H -6.36 0.19 -3.96
H -8.17 0.62 -3.98
H -8.16 0.30 -0.53
H -10.26 -1.77 1.64
H -9.42 -1.17 0.19
H -10.70 1.00 0.36
H -11.85 -0.36 0.37
H -12.25 1.23 2.11
H -11.88 -0.28 2.68
H -11.01 1.24 4.15
H -10.19 2.06 2.80
H -9.73 -0.82 3.79
H -8.56 0.52 3.91


Below is C24H27FN4O in the gas phase, with properties calculated with the ωB97M-V functional and the def2-TZVPD basis.

Properties
- Orbital gap: 0.3234 hartree
- Molar mass: 406.50 Da
- Calculated total energy: -36052.0616 eV
- LUMO energy: 0.29 eV
- Relative energy (zero: lowest compared OMol25 entry of this formula, charge and spin): 23.7 kcal/mol
- Net charge: 0
- 2S+1: 1

CARTESIAN COORDINATES (ANGSTROEM)
O 4.04 0.15 3.21
C 2.99 0.17 2.62
N 2.79 -0.40 1.39
C 3.75 -1.08 0.64
C 5.08 -1.34 0.92
C 5.52 -2.05 -0.21
N 4.56 -2.21 -1.09
N 3.47 -1.61 -0.57
C 2.24 -1.65 -1.33
C 1.13 -2.42 -0.61
C -0.13 -2.42 -1.48
N -0.58 -1.09 -1.83
C -1.23 -0.34 -0.77
C -2.38 0.50 -1.32
C -3.46 -0.40 -1.95
C -4.51 0.44 -2.62
C -4.35 0.85 -3.93
C -5.30 1.65 -4.54
C -6.43 2.05 -3.84
C -6.59 1.65 -2.52
C -5.64 0.85 -1.92
C 0.45 -0.38 -2.54
C 1.77 -0.26 -1.76
C 1.77 0.85 3.15
C 1.96 1.95 3.99
C 0.88 2.63 4.51
C -0.41 2.23 4.21
C -0.59 1.13 3.40
F -1.84 0.71 3.11
C 0.48 0.43 2.86
H 1.89 -0.28 0.95
H 5.62 -1.06 1.79
H 6.50 -2.45 -0.40
H 2.51 -2.21 -2.24
H 0.90 -1.97 0.36
H 1.46 -3.45 -0.42
H 0.08 -2.96 -2.41
H -0.94 -2.94 -0.96
H -1.63 -1.04 -0.03
H -0.53 0.33 -0.24
H -2.01 1.19 -2.07
H -2.82 1.08 -0.51
H -3.90 -1.02 -1.18
H -2.97 -1.04 -2.68
H -3.48 0.54 -4.49
H -5.17 1.96 -5.57
H -7.17 2.68 -4.31
H -7.47 1.95 -1.97
H -5.77 0.53 -0.89
H 0.64 -0.91 -3.48
H 0.08 0.62 -2.79
H 2.53 0.21 -2.39
H 1.62 0.39 -0.90
H 2.97 2.25 4.22
H 1.04 3.48 5.15
H -1.27 2.75 4.61
H 0.27 -0.45 2.27


Below is a molecular structure, C24H27FN5PdS2, with properties calculated with the ωB97M-V functional and the def2-TZVPD basis.

Properties
- Orbital gap: 0.1805 hartree
- Molar mass: 575.07 Da
- Calculated total energy: -60646.4432 eV
- LUMO energy: 2.35 eV
- Relative energy (zero: lowest compared OMol25 entry of this formula, charge and spin): 7.0 kcal/mol
- Net charge: -1
- 2S+1: 1

CARTESIAN COORDINATES (ANGSTROEM)
Pd -1.28 1.23 -0.33
C 0.27 -0.17 -3.72
C 1.46 0.55 -3.09
C 1.16 2.03 -2.86
C 2.00 -0.07 -1.81
C 3.39 -0.10 -1.71
C 4.05 -0.56 -0.58
C 3.29 -0.99 0.49
C 1.91 -0.99 0.44
C 1.13 -1.43 1.67
C 1.47 -2.85 2.10
C 1.36 -0.43 2.81
C 1.23 -0.54 -0.72
N -0.19 -0.59 -0.71
C -0.67 -1.82 -0.99
C 0.10 -2.95 -1.39
C -0.45 -4.20 -1.63
C -1.81 -4.43 -1.50
C -2.62 -3.35 -1.13
C -2.06 -2.12 -0.89
F -2.91 -1.12 -0.54
H 0.18 0.13 -4.77
H -0.66 0.08 -3.21
H 0.39 -1.26 -3.69
H 2.28 0.50 -3.81
H 0.38 2.10 -2.07
H 0.81 2.52 -3.78
H 2.04 2.56 -2.50
H 3.97 0.25 -2.56
H 5.13 -0.57 -0.54
H 3.79 -1.33 1.39
H 0.08 -1.39 1.40
H 2.53 -2.95 2.35
H 1.24 -3.56 1.31
H 0.89 -3.13 2.98
H 2.41 -0.41 3.11
H 0.78 -0.71 3.70
H 1.07 0.57 2.51
H 1.16 -2.82 -1.53
H 0.21 -5.00 -1.94
H -2.25 -5.41 -1.68
H -3.69 -3.45 -1.02
N -2.56 -0.79 3.12
C -2.25 0.54 3.28
N -2.22 1.36 2.29
C -1.93 2.64 2.69
C -1.75 2.80 4.03
S -1.93 1.28 4.82
C -1.81 3.65 1.62
C -1.57 4.97 1.79
S -1.49 5.75 0.25
C -1.77 4.23 -0.51
N -1.92 3.23 0.30
N -1.85 4.06 -1.87
H -2.48 -1.07 2.14
H -2.11 -1.43 3.76
H -1.51 3.70 4.57
H -1.43 5.52 2.70
H -1.28 4.68 -2.42
H -1.71 3.07 -2.09